{
  "formula": "C13H33AgIN5O6",
  "method": "wB97M-V/def2-TZVPD",
  "lumo_ev": [-1.7, -5.4],
  "total_charge": 1,
  "s2": 0.7531,
  "e_homo_ev": [-10.62, -10.52],
  "spin_multiplicity": 2,
  "elements": ["Ag", "I", "C", "C", "C", "O", "H", "H", "H", "H", "H", "H", "H", "H", "O", "C", "N", "C", "H", "H", "H", "H", "H", "O", "C", "N", "C", "H", "H", "H", "H", "H", "O", "C", "N", "C", "H", "H", "H", "H", "H", "O", "C", "N", "C", "H", "H", "H", "H", "H", "O", "C", "N", "C", "H", "H", "H", "H", "H"],
  "coordinates": [[-0.154887, -0.535063, 0.015785], [-0.161695, -3.524452, -0.031589], [1.719912, 3.364764, 0.230455], [0.612550, 2.652247, 0.998687], [-0.358284, 3.615006, 1.681806], [-0.082475, 1.823923, 0.044090], [1.247007, 3.814976, -0.646287], [2.513665, 2.710663, -0.125392], [2.211418, 4.126706, 0.841309], [1.086312, 2.075095, 1.790778], [-1.343132, 3.163262, 1.809964], [-0.588728, 4.496032, 1.067799], [0.046251, 4.012844, 2.610663], [-0.641876, 2.471324, -0.404516], [0.822921, -0.623155, 2.121141], [1.216443, -0.890954, 3.252526], [1.239892, 0.074106, 4.202640], [1.945539, -2.196733, 3.487437], [1.945129, 0.075357, 4.917306], [0.701172, 0.905818, 4.040323], [1.270495, -2.976613, 3.840147], [2.723872, -2.094880, 4.245310], [2.381087, -2.490414, 2.538944], [-1.812513, -0.285628, 1.644735], [-2.692670, -1.058290, 2.012594], [-3.508782, -1.716159, 1.161188], [-2.907902, -1.335099, 3.485198], [-4.116035, -2.391519, 1.588449], [-3.501672, -1.493826, 0.184908], [-2.284554, -2.103299, 3.934582], [-3.957077, -1.603549, 3.650205], [-2.799420, -0.401651, 4.035795], [2.138514, -0.157819, -0.321988], [3.147559, -0.726772, -0.731490], [4.329626, -0.086227, -0.800895], [3.201540, -2.227707, -0.892091], [5.117758, -0.676463, -1.000882], [4.420639, 0.903596, -0.673520], [4.151397, -2.617152, -1.255938], [2.358880, -2.540183, -1.508129], [3.060937, -2.696573, 0.084437], [0.146848, -0.345921, -2.362512], [0.675087, -0.036054, -3.412650], [1.014686, 1.233085, -3.696291], [1.027821, -1.080603, -4.475730], [0.790740, 1.908362, -2.977988], [1.245977, 1.676287, -4.566790], [0.556623, -2.053274, -4.406541], [2.099765, -1.238159, -4.603292], [0.713608, -0.564840, -5.392566], [-2.268651, -0.018910, -1.262751], [-3.313582, 0.051812, -1.903331], [-4.465329, 0.503620, -1.365353], [-3.317072, -0.529298, -3.315682], [-5.223113, 0.772979, -1.968189], [-4.399459, 0.871922, -0.428939], [-4.328966, -0.558431, -3.730170], [-2.949946, -1.550431, -3.323352], [-2.703858, 0.122322, -3.934328]],
  "forces_ev_per_angstrom": [[-0.337, -0.652, -0.449], [-0.125, -0.005, 0.002], [-0.010, 0.372, 0.163], [0.470, 0.446, -0.113], [-0.298, 0.499, -0.665], [0.136, 1.029, 0.692], [0.217, 0.330, 0.024], [-0.238, -0.373, 0.051], [-0.193, 0.152, -0.093], [-0.292, -0.787, -0.322], [0.221, -0.356, 0.497], [0.338, -0.039, -0.188], [-0.104, -0.181, 0.145], [-0.242, -0.495, -0.241], [-0.266, -0.446, 1.315], [1.301, 0.623, -1.686], [-0.195, -0.435, 0.573], [-0.177, 0.214, 0.621], [-0.247, -0.105, 0.234], [0.142, 0.145, -0.140], [-0.097, 0.023, -0.103], [0.025, 0.016, -0.041], [-0.002, -0.099, -0.006], [-1.013, -0.131, 0.506], [1.138, 0.350, 0.188], [0.087, -0.092, 0.822], [-1.207, 0.384, 0.172], [-0.326, -0.043, -0.545], [0.070, -0.142, -0.267], [0.247, -0.006, -0.299], [0.132, -0.271, 0.042], [0.403, -0.024, -0.074], [0.880, -0.046, -0.897], [-0.552, 0.297, 1.907], [0.317, -0.844, -0.621], [-0.113, -0.158, -0.052], [0.330, 0.539, -0.106], [-0.038, 0.073, 0.087], [-0.102, 0.105, -0.341], [0.157, -0.055, -0.198], [-0.118, 0.258, 0.107], [0.152, 0.072, -0.404], [0.316, -1.906, -0.162], [-0.056, 1.569, 0.589], [0.002, 1.325, -0.798], [-0.014, -0.230, 0.129], [0.119, -0.746, -0.363], [-0.335, 0.176, 0.413], [0.069, 0.191, 0.326], [0.015, -0.597, -0.281], [-1.141, 0.357, 0.088], [1.414, -1.261, -0.356], [-0.018, 0.110, -0.153], [-1.144, 0.708, 0.171], [-0.143, -0.042, 0.174], [-0.133, 0.202, -0.090], [0.094, 0.100, -0.085], [0.337, 0.088, 0.201], [0.146, -0.186, -0.096]]
}